Entry 1:
A structure of composition C17H26ClGdO2P2 in a non-equilibrium geometry. Source: the OMol25 dataset; level of theory: the ωB97M-V functional and the def2-TZVPD basis.

## Properties
HOMO (alpha / beta) = -11.84 / -14.45 eV
Max |F| = 4.68 eV/Å
Expectation value of S² = 15.83
LUMO energy (alpha / beta) = -6.3 / -10.5 eV
Orbital gap (alpha / beta) = 5.6 / 3.9 eV

The geometry in ORCA input format:
```
! RIJCOSX wB97M-V def2-TZVPD def2/J DEFGRID3
* xyz 2 8
C -1.5038 0.6096 4.7204
H 1.4395 -1.0710 6.6026
H 0.9136 4.7021 -0.4502
C 0.3505 0.1743 -5.4112
H -0.8208 2.6782 -3.2699
H 0.1814 -4.4748 -1.9780
C -0.6738 -0.0445 1.3169
C 1.2697 0.1084 -0.1408
Cl -1.3018 0.1085 -4.7449
C 0.4394 -0.1178 -6.8877
H -0.1548 4.2351 -2.6332
H 1.3020 -4.4963 0.2295
H 2.5269 -3.2187 -0.1098
H -2.4059 2.8316 -0.8199
C 0.2909 -3.3987 -2.2027
H -2.3313 1.1064 4.2102
H 1.4261 -1.0734 4.1388
H -1.0757 -4.3880 0.1070
C -0.0030 3.1410 -2.6865
H 2.2510 3.5070 -0.6173
H 1.2488 3.5552 0.8877
O 1.2849 0.4231 -4.6787
C -1.5148 3.2623 -0.3345
H -0.5305 -3.0725 -2.8662
H -1.4697 4.3356 -0.5536
H 1.5004 -0.1358 -7.2073
O 2.3164 0.1710 0.3651
C -0.4152 -0.0050 6.7911
Gd -0.9695 -0.0390 -0.9258
H -1.5877 3.1350 0.7520
H -0.3880 0.0084 7.8747
C 0.6157 -0.6104 6.0668
C 1.5404 -3.4235 0.3300
C 1.2513 3.6831 -0.2012
H 0.9527 2.9313 -3.1916
C -0.5691 -0.0470 2.5648
H -0.0893 0.6557 -7.4818
H 1.5088 -3.1391 1.3905
H -0.0151 -1.1025 -7.1164
H -1.3295 -3.0022 1.2009
H -2.1620 -3.0504 -0.3919
C 0.5953 -0.6111 4.6762
H 1.2630 -3.2313 -2.6955
P 0.0516 2.5358 -0.9431
H -2.2614 1.0876 6.6670
C -1.4700 0.6059 6.1083
C -0.4833 -0.0209 3.9696
C -1.2375 -3.3041 0.1519
P 0.2434 -2.5143 -0.5820
*
```

Entry 2:
An isolated molecule of C13H18N2O4 in a non-equilibrium geometry. Source: the OMol25 dataset; level of theory: the ωB97M-V functional and the def2-TZVPD basis.

## Properties
HOMO = -8.89 eV
Structure (SMILES) = C[C@@H](O)[C@H](NC(=O)[C@@H](N)Cc1ccccc1)C(=O)O
Max |F| = 7.58 eV/Å
LUMO energy = 0.4 eV
Orbital gap = 9.3 eV
ΔE to the lowest compared entry with this formula, charge and spin = 289.90 kJ/mol

The geometry in ORCA input format:
```
! RIJCOSX wB97M-V def2-TZVPD def2/J DEFGRID3
* xyz 0 1
C 0.0745 -0.2407 -0.5794
O -2.2704 2.9277 -1.8746
H 1.3667 1.1900 4.8105
H -4.5381 0.2849 -2.5122
H 1.7500 2.8182 3.0231
H -0.4250 1.5920 0.0728
N -0.4152 -0.0482 -1.8049
C 1.7246 0.8551 3.8836
C 2.5903 -0.7109 -0.0973
C -1.7229 0.5563 -1.8883
H 2.2350 -1.5370 -2.3403
H 2.4614 -2.0991 2.3275
H 3.2933 -1.5591 -0.0463
C -1.6348 2.0444 -1.3349
O -2.8070 -1.5648 -1.7125
C 1.9221 1.7316 2.8591
C 2.2617 1.2535 1.5742
H 0.0791 -0.5514 -2.4752
H 1.9663 -1.1706 4.4609
H 2.8387 0.0846 -0.8131
C 1.3273 -1.3600 -0.6052
C 2.3219 -0.1053 1.2525
O -0.6019 2.3139 -0.5091
O -0.3116 0.1793 0.4388
H 1.1967 -3.0175 -2.1881
H -2.7423 -0.3774 -0.0934
H -4.1317 1.4278 -1.1700
H -4.9161 -0.1628 -0.8338
C 1.8462 -0.5287 3.6191
H 0.9277 -1.9870 0.1469
H -2.0875 0.8883 -2.8991
C -2.8372 -0.2183 -1.1720
H -2.2960 -2.1522 -1.1449
C -4.1935 0.3346 -1.4956
N 1.4196 -2.0044 -1.9016
H 2.1553 1.8794 0.6862
C 2.1726 -0.9661 2.3365
*
```

Entry 3:
A structure of composition C31H33CrN6O in a non-equilibrium geometry. Source: the OMol25 dataset; level of theory: the ωB97M-V functional and the def2-TZVPD basis.

## Properties
HOMO (alpha / beta) = -11.06 / -11.06 eV
Max |F| = 3.00 eV/Å
Expectation value of S² = 6.01
LUMO energy (alpha / beta) = -4.2 / -4.1 eV
Orbital gap (alpha / beta) = 6.8 / 6.9 eV
ΔE to the lowest compared entry with this formula, charge and spin = 0.00 kJ/mol

The geometry in ORCA input format:
```
! RIJCOSX wB97M-V def2-TZVPD def2/J DEFGRID3
* xyz 1 5
Cr 3.6232 0.6621 1.9446
C 2.3964 -1.4906 3.5290
C -1.3960 -3.6648 -1.8526
C -2.6147 -5.4827 -2.7395
N -1.0791 5.0139 -1.1142
O 2.1697 -0.0843 0.7997
C 4.6391 -1.7325 3.7771
H 0.4959 0.2094 -5.2384
C -2.3026 3.7246 0.4942
C -0.3118 2.8637 -0.4912
C -4.4740 -0.0043 2.6922
C 4.4908 -2.7678 4.6841
H -5.1444 1.1723 1.0310
C -1.7216 0.8874 -2.7442
H 3.6821 3.7684 2.2656
H 3.1173 -3.7771 5.9444
C -2.7377 1.2319 -3.6180
C -4.5632 0.3137 1.3470
H -3.8500 -1.5318 4.0767
C 1.0304 -0.6686 0.2580
H 3.8795 1.2315 -0.9766
H 0.6918 4.0698 -1.8514
N -2.7407 1.0443 -4.9385
H 0.1936 -0.6060 0.9709
H -1.4501 1.8284 1.0117
C -1.6381 0.5095 -5.4581
H 5.3903 -3.0914 5.1873
C 3.8074 3.6405 1.1970
H -2.4241 -1.7385 0.0698
H -1.7305 0.3191 -6.5228
H -3.4220 -5.8654 -3.3474
C -0.6020 -4.5734 -1.1625
C 4.1225 3.2875 -1.4915
H 1.2690 -1.6743 -0.1033
H 0.2710 0.1388 -2.7412
H 0.5398 2.1950 -0.5655
C 4.0682 4.5814 -0.9787
H -3.6583 1.6713 -3.2438
N 3.6289 -1.0552 3.2084
C 3.2100 -3.0640 5.1368
H 4.0873 5.4119 -1.6714
H 1.1535 -2.7592 4.7667
H -1.0536 -2.6359 -1.8203
C -1.8095 -6.3014 -1.9682
N -0.7554 -5.8898 -1.2462
C -0.5760 0.3965 -3.3707
C 2.1506 -2.4636 4.4726
C 3.8445 4.7466 0.3797
C -2.4174 -4.1044 -2.6681
C -0.4632 0.2762 -4.7467
H 1.5402 -0.9400 3.1600
C 3.9384 2.2480 -0.6041
H -1.8032 -7.3849 -2.0256
C -3.7368 -1.1099 3.0868
N 3.8142 2.3811 0.7240
C -2.9991 -1.2331 0.8370
H 3.7726 5.7425 0.7923
C -1.3572 2.7155 0.3951
C -2.8586 -1.6342 2.1533
H -3.1664 3.5940 1.1300
H -1.7955 0.9358 -1.6709
H 4.2883 3.0896 -2.5392
C -0.1715 4.0548 -1.1931
H 5.6147 -1.2562 3.7885
H 0.5705 -0.1583 -0.6040
H 0.1835 -4.1509 -0.5441
N -3.8577 -0.3029 0.3905
H -2.1467 -2.4039 2.4223
H -4.9453 0.5144 3.5180
H -3.0439 -3.4606 -3.2702
H -2.7951 5.6930 -0.2939
C -2.0620 4.8976 -0.2264
*
```

Entry 4:
A structure of composition C22H14BrKN8O2S in a non-equilibrium geometry. Source: the OMol25 dataset; level of theory: the ωB97M-V functional and the def2-TZVPD basis.

## Properties
HOMO = -8.20 eV
Max |F| = 2.91 eV/Å
LUMO energy = -0.9 eV
Orbital gap = 7.3 eV
ΔE to the lowest compared entry with this formula, charge and spin = 10.72 kJ/mol

The geometry in ORCA input format:
```
! RIJCOSX wB97M-V def2-TZVPD def2/J DEFGRID3
* xyz 0 1
C 2.5088 -2.3689 1.9367
C 3.6072 2.4388 0.6339
C -1.9932 0.5989 -3.1002
C 4.9298 0.3108 1.6445
O 3.5680 -2.7056 2.4929
N 5.2412 1.4968 2.1729
H 0.5267 2.6642 -3.2722
K 1.1403 -0.7624 -0.6509
H 4.7623 3.4699 2.0392
S -6.7913 0.8253 -3.1671
C -3.0331 1.3885 -3.6885
C 4.4940 2.5198 1.6550
H 2.9567 3.2530 0.3328
C -2.7207 -2.4936 -0.3953
H -1.0959 4.0666 -4.6538
N 5.5575 -0.7835 2.0468
N 0.6489 -0.9032 2.1252
C -4.4064 0.9234 -3.4622
H -3.4948 3.2266 -4.6577
C 1.4199 -1.7416 2.8309
C -2.6954 2.6234 -4.2939
H -2.8895 -3.2961 0.3218
N -0.7593 1.1149 -2.9609
H -4.8922 -2.0944 -0.4972
Br -1.4649 0.6812 1.6119
H 0.2122 -1.3031 5.8840
C 1.3481 -1.8728 4.2040
C -0.3669 -0.3400 2.7583
N -6.0163 -0.2469 -2.2640
H 3.9334 -0.8135 0.1712
H 5.0216 -1.6086 1.9236
C -1.4263 -2.2140 -0.8987
N 3.4025 1.2421 0.0555
H -0.5622 -2.8213 -0.7202
C -0.4932 2.3502 -3.4607
C -3.6451 -0.8216 -1.8432
H -1.4280 0.0524 4.5532
N -5.4663 1.5734 -3.8487
C 4.0290 0.1989 0.5422
O 2.1341 -2.5021 0.7355
C -4.6976 -0.1086 -2.4908
C 0.3310 -1.1791 4.8258
H 2.1637 -2.3094 4.7579
C -2.3343 -0.5571 -2.2095
H 5.9075 -0.6805 2.9929
C -1.3800 3.0792 -4.1770
N -1.2945 -1.2623 -1.7894
C -3.8707 -1.8344 -0.8558
C -0.6260 -0.4740 4.1093
*
```